# 1
{
  "formula": "C22H25F3N4O2S",
  "method": "ωB97M-V/def2-TZVPD",
  "max_force_ha_per_bohr": 0.0159,
  "homo_lumo_gap_ev": 8.43,
  "de_lowest_kcal_mol": 0.00,
  "e_homo_ev": -8.452,
  "symbols": ["C", "O", "C", "C", "C", "C", "C", "C", "C", "C", "F", "F", "F", "N", "C", "S", "C", "C", "C", "O", "N", "C", "C", "N", "C", "C", "C", "C", "C", "N", "C", "C", "H", "H", "H", "H", "H", "H", "H", "H", "H", "H", "H", "H", "H", "H", "H", "H", "H", "H", "H", "H", "H", "H", "H", "H", "H"],
  "xyz": [[5.7648, 1.2186, -4.0533], [4.4800, 1.2996, -3.4824], [4.2551, 0.7134, -2.2839], [2.9600, 0.8396, -1.7700], [2.6280, 0.2793, -0.5616], [3.5807, -0.4218, 0.1897], [3.2077, -1.0039, 1.4712], [4.1445, -1.4438, 2.4253], [3.6288, -1.9840, 3.5877], [4.5284, -2.5002, 4.6878], [4.3756, -3.8156, 4.8896], [5.8304, -2.3105, 4.4090], [4.3010, -1.8942, 5.8589], [2.3328, -2.0966, 3.8333], [1.5296, -1.6385, 2.8795], [-0.1704, -1.7857, 3.2066], [-0.8666, -1.0032, 1.7061], [-0.7872, 0.5155, 1.7762], [-1.3102, 1.1213, 0.4788], [-0.5388, 1.4039, -0.4209], [-2.6386, 1.3364, 0.3712], [-3.6812, 0.9268, 1.2845], [-4.5844, -0.1220, 0.6204], [-5.1055, 0.4480, -0.5938], [-6.0368, -0.3553, -1.3564], [-6.0853, 0.3407, -2.7263], [-4.8261, 1.2289, -2.7640], [-4.0464, 0.8024, -1.5223], [-3.1698, 1.8666, -0.8731], [1.9052, -1.1060, 1.7318], [4.8689, -0.5487, -0.3308], [5.2057, 0.0055, -1.5494], [5.7029, 1.7622, -4.9945], [6.5188, 1.6882, -3.4139], [6.0508, 0.1813, -4.2537], [2.2258, 1.3862, -2.3389], [1.6241, 0.3946, -0.1867], [5.2059, -1.3535, 2.2791], [-0.2972, -1.3781, 0.8572], [-1.8949, -1.3579, 1.6554], [0.2629, 0.8031, 1.8532], [-1.3151, 0.8961, 2.6498], [-3.2689, 0.5295, 2.2083], [-4.2940, 1.8052, 1.5172], [-5.4136, -0.3683, 1.2877], [-4.0039, -1.0461, 0.4274], [-7.0070, -0.3754, -0.8570], [-5.6809, -1.3950, -1.4647], [-6.9854, 0.9446, -2.8214], [-6.0833, -0.3916, -3.5318], [-4.2472, 1.0939, -3.6747], [-5.0980, 2.2804, -2.6794], [-3.4135, -0.0772, -1.7554], [-2.3297, 2.1362, -1.5135], [-3.7722, 2.7532, -0.6526], [5.6232, -1.1060, 0.2032], [6.2108, -0.1221, -1.9199]]
}

---

# 2
{
  "formula": "C22H25FN2O",
  "method": "ωB97M-V/def2-TZVPD",
  "max_force_ha_per_bohr": 0.0120,
  "homo_lumo_gap_ev": 9.14,
  "de_lowest_kcal_mol": 0.03,
  "e_homo_ev": -8.447,
  "symbols": ["O", "C", "N", "C", "C", "C", "C", "C", "C", "C", "C", "C", "C", "F", "C", "C", "C", "C", "C", "N", "C", "C", "C", "C", "C", "C", "H", "H", "H", "H", "H", "H", "H", "H", "H", "H", "H", "H", "H", "H", "H", "H", "H", "H", "H", "H", "H", "H", "H", "H", "H"],
  "xyz": [[1.8394, -0.2285, -0.8416], [0.8389, 0.0060, -0.2005], [-0.4302, -0.2229, -0.6379], [-0.8618, -0.7546, -1.8564], [-2.2244, -1.0068, -2.0092], [-2.7015, -1.5315, -3.1948], [-1.8363, -1.8041, -4.2385], [-0.4735, -1.5514, -4.1006], [0.4580, -1.8348, -5.2032], [1.7179, -2.3751, -4.9509], [2.5922, -2.6464, -5.9871], [2.2344, -2.3816, -7.2983], [0.9838, -1.8427, -7.5370], [0.6192, -1.5725, -8.8108], [0.0919, -1.5680, -6.5199], [0.0073, -1.0270, -2.9051], [0.9000, 0.6006, 1.2025], [0.2821, -0.3187, 2.2597], [0.3941, 0.3436, 3.6319], [-0.3289, 1.6005, 3.6119], [-0.6608, 2.1695, 4.8942], [-1.6329, 1.3822, 5.7951], [-0.7392, 1.6976, 7.0043], [0.3615, 2.2034, 6.0606], [0.3144, 2.5239, 2.6967], [0.2263, 1.9738, 1.2737], [-1.1764, -0.0120, 0.0101], [-2.9057, -0.7926, -1.1973], [-3.7572, -1.7310, -3.3038], [-2.2150, -2.2330, -5.1536], [2.0058, -2.5963, -3.9348], [3.5628, -3.0684, -5.7749], [2.9014, -2.5822, -8.1214], [-0.8655, -1.1304, -6.7559], [1.0557, -0.8108, -2.7904], [1.9647, 0.7231, 1.4294], [-0.7747, -0.4946, 2.0502], [0.7975, -1.2806, 2.2687], [1.4634, 0.4879, 3.8682], [-0.0383, -0.3100, 4.3899], [-1.0548, 3.1705, 4.7011], [-1.6759, 0.3226, 5.5581], [-2.6488, 1.7688, 5.8336], [-0.4719, 0.8483, 7.6297], [-1.1471, 2.4837, 7.6359], [1.1694, 1.4868, 5.9373], [0.7863, 3.1781, 6.2920], [1.3737, 2.6910, 2.9615], [-0.2020, 3.4855, 2.7441], [0.7091, 2.6649, 0.5808], [-0.8285, 1.8964, 1.0031]]
}

---

# 3
{
  "formula": "C22H25FeN3O5S",
  "method": "ωB97M-V/def2-TZVPD",
  "multiplicity": 2,
  "max_force_ha_per_bohr": 0.0098,
  "s_squared": 1.0420,
  "charge": 1,
  "homo_lumo_gap_ev": [7.82, 8.27],
  "de_lowest_kcal_mol": 0.00,
  "e_homo_ev": [-11.873, -11.941],
  "symbols": ["Fe", "C", "C", "C", "C", "N", "C", "C", "C", "C", "C", "C", "C", "H", "H", "H", "H", "H", "H", "H", "H", "O", "C", "O", "C", "C", "N", "N", "C", "C", "O", "O", "H", "H", "H", "C", "C", "C", "S", "O", "C", "C", "C", "H", "H", "H", "H", "H", "H", "H", "H", "H", "H", "H", "H", "H", "H"],
  "xyz": [[-0.6506, 1.0035, 0.0578], [-0.3544, 1.4981, 4.2011], [-1.6928, 1.4771, 4.5679], [-2.6744, 1.3941, 3.5943], [-2.2954, 1.3222, 2.2638], [-0.9908, 1.3185, 1.9280], [-0.0418, 1.4160, 2.8597], [-3.1799, 1.2818, 1.0818], [-4.5669, 1.2873, 1.1404], [-5.3012, 1.3276, -0.0346], [-4.6564, 1.3774, -1.2614], [-3.2673, 1.3607, -1.3298], [-2.5178, 1.2860, -0.1614], [0.4319, 1.5841, 4.9364], [-1.9715, 1.5384, 5.6114], [-3.7208, 1.3997, 3.8621], [0.9785, 1.4494, 2.4999], [-5.0814, 1.2781, 2.0929], [-6.3819, 1.3397, 0.0085], [-5.2387, 1.4410, -2.1716], [-2.7881, 1.4386, -2.2956], [2.5430, 3.1737, -4.1137], [1.7304, 2.2578, -4.6178], [1.7035, 1.9738, -5.7836], [0.8286, 1.5437, -3.6615], [-0.0058, 0.5097, -4.0355], [-0.6555, 0.0976, -2.9338], [-0.2871, 0.8010, -1.8585], [0.5984, 1.6878, -2.2863], [1.1124, 2.6117, -1.2327], [2.0373, 3.3693, -1.4334], [0.4736, 2.4690, -0.1044], [2.4225, 3.3035, -3.1439], [-0.1643, 0.0696, -5.0062], [-1.3257, -0.6494, -2.8474], [1.7088, -2.8776, -2.9707], [2.0699, -3.5265, -1.6412], [1.2372, -3.0151, -0.4662], [1.6200, -1.2841, -0.1116], [0.3269, -0.6753, 0.4564], [2.6770, -1.4466, 1.3329], [1.9788, -1.9297, 2.5961], [2.9540, -1.9418, 3.7699], [2.3497, -3.2467, -3.7696], [1.8254, -1.7922, -2.9369], [0.6755, -3.1069, -3.2428], [3.1326, -3.3806, -1.4283], [1.9175, -4.6051, -1.6995], [1.4072, -3.6011, 0.4350], [0.1678, -3.0161, -0.6844], [3.1000, -0.4493, 1.4736], [3.4913, -2.1056, 1.0161], [1.5686, -2.9304, 2.4498], [1.1356, -1.2714, 2.8087], [3.7915, -2.6156, 3.5850], [2.4548, -2.2741, 4.6788], [3.3608, -0.9463, 3.9556]]
}

---

# 4
{
  "formula": "C22H25IMnNO",
  "method": "ωB97M-V/def2-TZVPD",
  "multiplicity": 5,
  "max_force_ha_per_bohr": 0.1170,
  "s_squared": 6.3278,
  "homo_lumo_gap_ev": [6.03, 6.87],
  "e_homo_ev": [-6.924, -7.129],
  "symbols": ["C", "C", "C", "H", "C", "C", "H", "C", "C", "C", "H", "C", "C", "H", "H", "H", "H", "H", "H", "Mn", "C", "C", "C", "H", "H", "H", "H", "H", "H", "C", "C", "H", "H", "O", "N", "C", "H", "C", "C", "H", "C", "H", "C", "H", "C", "H", "C", "H", "H", "H", "I"],
  "xyz": [[-1.9861, -2.1936, -2.4110], [-2.1345, -0.9097, -1.8805], [-0.8160, -0.2933, -1.7618], [-3.0939, -0.4355, -1.6169], [0.1528, -1.2319, -2.2976], [-0.6206, -2.3834, -2.7567], [1.2386, -1.0742, -2.4382], [-2.3473, -3.1614, 1.5434], [-3.0390, -2.1914, 0.8129], [-2.2331, -1.0133, 0.7157], [-4.0219, -2.3057, 0.3161], [-1.0615, -1.2339, 1.6026], [-1.1225, -2.5829, 2.0598], [-0.6566, 0.7266, -1.3991], [-0.2622, -3.2035, -3.3678], [-2.8137, -2.9200, -2.5569], [-0.3554, -3.0601, 2.6589], [-2.6287, -0.0204, 0.5507], [-2.7013, -4.1596, 1.7855], [-0.5801, -1.8363, -0.4799], [-0.3653, -0.0319, 2.2495], [0.5615, -0.4960, 3.4041], [-1.3515, 1.0400, 2.7989], [-0.1131, -0.8678, 4.2299], [1.1822, 0.3549, 3.7646], [1.2794, -1.2771, 3.0606], [-1.9966, 0.5910, 3.5627], [-1.9753, 1.5054, 2.0036], [-0.7635, 1.8562, 3.2833], [0.3797, 0.7398, 1.1547], [1.4887, -0.1668, 0.7001], [0.6661, 1.7539, 1.5112], [-0.3948, 0.9420, 0.3942], [1.2005, -1.3729, 0.3609], [2.7926, 0.4352, 0.7779], [3.2156, 0.9183, -0.5434], [3.4704, -0.1089, 1.3142], [2.2501, 1.9112, -1.1037], [2.1141, 1.8649, -2.4859], [2.6647, 1.1227, -3.0702], [1.3080, 2.7982, -3.1492], [1.2154, 2.7558, -4.2194], [0.6284, 3.7626, -2.4465], [-0.0301, 4.4701, -2.9196], [0.7060, 3.7895, -1.0675], [0.1260, 4.4547, -0.4336], [1.5371, 2.8902, -0.3817], [1.6847, 2.9574, 0.7167], [3.1681, 0.0358, -1.2220], [4.2764, 1.2166, -0.6475], [0.1576, -4.3615, -0.6760]]
}